[1]
This record from OMol25 describes a cluster of 12 separate species, C62H56N12O24 in total in a non-equilibrium geometry. The level of theory is ωB97M-V/def2-TZVPD.

Geometry as XYZ:
```
154
Properties=species:S:1:pos:R:3
O 12.87072 11.94981 19.53346
N 12.27315 11.89404 18.48957
O 11.81749 12.85566 17.92390
C 11.95747 10.50641 17.91931
C 12.19184 10.29385 16.56101
C 11.94498 8.96560 16.13330
C 11.44286 8.01456 17.02105
C 11.23518 8.35274 18.34797
C 11.57248 9.59367 18.85204
H 12.58646 11.10133 15.97830
H 11.98014 8.63618 15.07980
H 11.19724 6.97640 16.69254
H 10.82595 7.59730 19.01250
H 11.50809 9.91964 19.87269
O 16.34543 18.94230 8.59966
N 16.13872 18.40847 9.70660
O 15.64086 17.26619 9.82003
C 16.65627 19.11814 10.92815
C 17.09047 20.42128 10.74035
C 17.52653 21.15198 11.84114
C 17.50095 20.56546 13.12801
C 17.09005 19.25808 13.29248
C 16.57081 18.54554 12.23115
H 17.14238 20.91031 9.75413
H 17.73024 22.20374 11.75117
H 17.91944 21.16139 13.90271
H 17.00522 18.82192 14.33849
H 16.19206 17.61156 12.37422
O 10.22125 13.10464 14.06177
N 10.76139 12.52811 13.13973
O 11.63908 11.62237 13.26014
C 10.45592 13.02334 11.78858
C 10.47724 12.15414 10.73505
C 10.31009 12.73627 9.46759
C 10.39592 14.12660 9.28840
C 10.31817 15.00483 10.43265
C 10.36073 14.40672 11.71515
H 10.56600 11.07082 10.91820
H 10.30954 12.12072 8.53711
H 10.31831 14.61293 8.35864
H 10.11413 16.04616 10.20095
H 10.31152 14.98267 12.63355
O 10.91920 11.43455 21.93731
N 10.26284 12.07833 21.18184
O 9.42695 11.55239 20.43622
C 10.45770 13.51687 21.08724
C 9.78884 14.25471 20.15609
C 10.01389 15.63040 20.05856
C 11.03310 16.23095 20.80215
C 11.69500 15.44672 21.74057
C 11.45758 14.05494 21.84327
H 9.06600 13.78264 19.62319
H 9.41771 16.24031 19.36317
H 11.20370 17.27422 20.88861
H 12.46914 15.96358 22.36432
H 11.96705 13.37104 22.51284
O 18.67519 19.15997 17.60129
N 19.20612 18.79477 18.63579
O 19.29817 17.63471 18.95240
C 19.80575 19.77175 19.60805
C 19.67073 19.59236 20.99774
C 20.00687 20.58797 21.88100
C 20.76467 21.68943 21.42448
C 20.76319 21.87401 20.06117
C 20.33978 20.93349 19.10624
H 19.06309 18.80184 21.37843
H 19.83334 20.43377 22.95756
H 21.12963 22.49726 22.05789
H 21.13617 22.83264 19.73810
H 20.38424 21.09806 18.04430
O 14.43035 23.71160 11.78707
N 14.16348 23.00300 10.80656
O 14.15859 23.44874 9.62449
C 13.87040 21.63035 10.99324
C 13.55231 21.16964 12.27444
C 13.13489 19.80556 12.44055
C 12.98306 18.98477 11.32527
C 13.28625 19.44045 10.07783
C 13.75634 20.74182 9.91890
H 13.68500 21.95540 13.05913
H 13.02265 19.50591 13.45209
H 12.50515 18.03364 11.42696
H 13.06816 18.88014 9.16632
H 14.12342 21.15124 8.99420
O 16.14932 19.89173 17.30287
N 15.73048 20.61295 16.39773
O 14.74772 20.39081 15.71947
C 16.48682 21.94369 16.12075
C 16.03084 22.92850 15.26186
C 16.72332 24.12241 15.15911
C 17.91576 24.26744 15.88096
C 18.29861 23.33507 16.79332
C 17.60903 22.06926 16.88914
H 15.29031 22.75854 14.42673
H 16.51409 24.94199 14.48583
H 18.51406 25.19035 15.85866
H 19.23089 23.57112 17.23732
H 17.85543 21.32189 17.57952
O 13.40124 19.38003 18.31863
N 12.41626 19.13056 18.97107
O 12.29903 19.27987 20.20797
C 11.23782 18.76074 18.27865
C 9.98947 18.76044 18.86564
C 8.90917 18.37606 18.12045
C 9.10904 17.94368 16.81029
C 10.34834 17.99305 16.16297
C 11.43804 18.42290 16.97538
H 9.91106 19.24003 19.83279
H 7.91577 18.44786 18.57389
H 8.20864 17.71592 16.24624
H 10.44232 17.77464 15.13570
H 12.42430 18.50433 16.58385
O 18.36187 23.42852 20.40322
N 17.62927 23.77435 21.29027
O 17.93597 24.55960 22.14724
C 16.27653 23.22629 21.30272
C 15.29854 23.71966 22.19444
C 13.97261 23.24365 22.13579
C 13.62936 22.33728 21.15713
C 14.57400 21.92572 20.26246
C 15.89542 22.33051 20.34807
H 15.58224 24.43990 22.95103
H 13.14298 23.51985 22.75156
H 12.57523 21.97479 21.05464
H 14.29032 21.23544 19.46849
H 16.56360 21.80716 19.67050
O 12.08718 15.93867 14.29191
N 13.19795 16.33008 14.49512
O 13.87453 16.87672 13.68634
C 13.77482 16.19128 15.90303
C 14.92102 16.94033 16.23728
C 15.39457 16.84314 17.54262
C 14.78750 16.00054 18.45852
C 13.68148 15.33399 18.11954
C 13.15698 15.37222 16.85288
H 15.45446 17.55183 15.53063
H 16.34745 17.31899 17.77924
H 15.33967 15.88121 19.37765
H 13.21650 14.62635 18.95389
H 12.29234 14.78204 16.61620
C 15.32456 11.69059 14.49774
N 14.48113 12.83703 14.37365
O 14.95127 13.83742 13.78969
O 13.37544 12.85113 14.87322
H 15.16586 11.02018 13.60592
H 15.07822 11.12880 15.38368
H 16.35092 12.08331 14.51844
C 14.23304 14.02481 10.58902
N 14.07215 12.54224 10.47225
O 13.28361 12.17909 9.60941
O 14.65662 11.77396 11.26041
H 14.16330 14.40446 9.53271
H 15.19707 14.21075 10.97964
H 13.49412 14.48502 11.17654
```

Summary:
Kohn-Sham gap, hartree: 0.3154
HOMO energy, eV: -9.5
SMILES: O=[N+]([O-])c1ccccc1.O=[N+]([O-])c1ccccc1.O=[N+]([O-])c1ccccc1.O=[N+]([O-])c1ccccc1.O=[N+]([O-])c1ccccc1.O=[N+]([O-])c1ccccc1.O=[N+]([O-])c1ccccc1.O=[N+]([O-])c1ccccc1.O=[N+]([O-])c1ccccc1.O=[N+]([O-])c1ccccc1.C[N+](=O)[O-].C[N+](=O)[O-]
E_LUMO, eV: -0.89
E_tot, Ha: -4857.8157

[2]
This record from OMol25 describes a structure of composition C32H30Cl2N8O2PbS2 in a non-equilibrium geometry. The level of theory is ωB97M-V/def2-TZVPD.

Geometry as XYZ:
```
77
Properties=species:S:1:pos:R:3
Pb 0.21331 0.32653 -0.82235
C -1.41675 3.36441 2.09823
C -2.41935 2.79267 2.89516
C -2.46305 1.44373 3.05045
C -1.50398 0.57358 2.41836
N -0.58055 1.15405 1.55378
C -0.55673 2.50005 1.47606
N -1.61437 -0.70550 2.75307
C -0.57606 -1.60409 2.54936
N 0.07257 -1.61888 1.28572
C 1.34174 -1.71246 1.49750
N 3.21657 -0.73087 -0.98899
C 3.30785 0.51489 -0.74230
C 4.61658 1.09505 -1.07807
C 4.81756 2.38611 -1.28254
C 3.67777 3.34122 -1.26412
C 2.31041 2.67095 -0.91264
N 2.25086 1.33437 -0.38330
C 2.41810 -2.21125 2.23557
C 3.20558 -2.29472 3.34218
C 2.76598 -2.58539 4.67938
C 1.55803 -2.96870 5.17791
C 0.31791 -3.16408 4.45582
C -0.12871 -2.39387 3.50004
H -1.32423 4.43131 1.95674
H -3.13898 3.42203 3.40862
H -3.18143 0.96595 3.70533
H 0.22448 2.90212 0.84625
H 5.42494 0.38303 -1.18171
H 5.80787 2.75528 -1.53107
H 3.90024 4.22085 -0.65576
H 1.72640 3.35137 -0.29296
H 4.27423 -2.30577 3.14652
H 3.57544 -2.57846 5.40727
H 1.54337 -3.25785 6.22534
H -0.27002 -4.03861 4.74924
S 0.23961 3.62595 -2.67149
C 1.85637 2.84054 -2.40116
C 3.07231 3.76015 -2.66058
C 3.84594 3.43341 -3.88765
C 3.67727 2.25835 -4.48549
C 2.66702 1.31100 -3.98219
N 1.82108 1.55507 -3.07045
H 2.78950 4.81459 -2.64379
H 4.57190 4.14769 -4.26127
H 4.25363 1.97166 -5.35584
H 2.62373 0.32358 -4.43717
C -4.65329 -2.28929 -0.04517
C -3.13199 -2.08973 0.16197
N -2.74738 -0.81084 -0.40918
C -2.83173 -0.85290 -1.86188
C -4.22942 -1.35449 -2.28777
N -5.10118 -1.27177 -1.06606
C -5.00609 0.11818 -0.48772
C -3.60706 0.23351 0.13756
H -5.22752 -2.09364 0.86003
H -4.91607 -3.27364 -0.43218
H -2.56502 -2.88003 -0.32910
H -2.88463 -2.08369 1.22501
H -2.06258 -1.52161 -2.24936
H -2.65453 0.15321 -2.24494
H -4.23400 -2.39572 -2.61034
H -4.68675 -0.73349 -3.05746
H -6.06323 -1.46267 -1.32690
H -5.81374 0.23020 0.23510
H -5.14772 0.81670 -1.31373
H -3.65212 0.09589 1.21061
H -3.19285 1.21798 -0.07835
S -2.42382 2.88924 -1.96885
C -0.80248 2.53724 -1.83753
Cl 2.73435 -1.90293 0.38345
C 2.93590 -3.47292 -0.51563
Cl 4.41406 -3.52377 -1.47814
C -0.02692 -3.93349 -0.75659
O 0.22207 -4.70488 0.06565
O -0.35783 -3.23338 -1.63275
H 2.90161 -4.20832 0.28927
```

Summary:
Kohn-Sham gap (alpha / beta), hartree: 0.1306 / 0.1550
Relative energy (zero: lowest compared OMol25 entry of this formula, charge and spin), kJ/mol: 1815.0
HOMO energy (alpha / beta), eV: -2.5 / -3.2
E_LUMO (alpha / beta), eV: 1.02 / 1.02
Total charge: -1
Expectation value of S²: 0.793
Spin multiplicity: 2
E_tot, Ha: -3734.9667

[3]
This record from OMol25 describes the ion C5H11N2 with charge +1 in a non-equilibrium geometry. The level of theory is ωB97M-V/def2-TZVPD.

Geometry as XYZ:
```
18
Properties=species:S:1:pos:R:3
C -2.20503 0.19759 0.18485
N -0.71246 0.20578 -0.03393
C 0.03581 1.33057 -0.16950
C 1.51648 1.26171 -0.11046
N 1.88789 -0.10808 0.45926
C 1.24072 -1.15003 -0.31381
C -0.22709 -1.13769 0.09342
H -2.67007 1.18932 0.28593
H -2.60679 -0.35848 -0.64114
H -2.35501 -0.37816 1.10646
H -0.54710 2.32421 -0.43462
H 1.93038 1.45538 -1.02821
H 1.87262 2.16280 0.63142
H 2.98294 -0.16504 0.41649
H 1.76364 -2.09316 -0.21025
H 1.35257 -1.07634 -1.33768
H -1.02448 -1.83607 -0.33455
H -0.25796 -1.32842 1.14318
```

Summary:
Kohn-Sham gap, hartree: 0.3388
Relative energy (zero: lowest compared OMol25 entry of this formula, charge and spin), kJ/mol: 174.1
HOMO energy, eV: -13.9
SMILES: C[N+]1=CCNCC1
E_LUMO, eV: -4.65
Total charge: +1
E_tot, Ha: -306.3172